No. 1
Here is a structure of composition C59H55N3O7S3TeTi in a non-equilibrium geometry from the Open Molecules 2025 dataset. Energies are from wB97M-V/def2-TZVPD.

Properties
Highest occupied orbital energy (alpha / beta), eV: -3.27 / -3.27
Total charge: -1
2S+1: 2
E_tot, hartree: -5284.299108
Expectation value of S²: 0.77
Energy above the lowest of the compared OMol25 structures with the same formula, charge and spin, kcal per mole: 127.1

Each line ends with the Mulliken charge.
Atoms and positions in Å:
Ti: 0.018 -1.390 -0.247  -1.323
O: -1.834 -4.419 3.644  -0.509
C: -1.542 -3.923 2.416  0.096
O: -0.510 -4.163 1.870  -0.525
C: -2.646 -3.060 1.864  0.527
C: -3.908 -3.111 2.445  -0.880
C: -4.917 -2.322 1.858  -0.808
C: -4.608 -1.532 0.788  -1.601
C: -3.274 -1.510 0.279  1.189
N: -2.307 -2.326 0.809  0.362
C: -2.842 -0.650 -0.743  0.439
O: -3.687 0.237 -1.342  -0.409
O: -1.638 -0.590 -1.132  0.238
H: -1.074 -4.967 3.882  0.344
H: -4.102 -3.741 3.298  0.559
H: -5.924 -2.344 2.252  0.416
H: -5.392 -0.931 0.343  0.271
H: -4.580 0.114 -1.004  0.235
S: 1.958 -2.785 0.542  -0.781
C: 2.614 -1.255 -0.281  1.329
N: 1.592 -1.087 -1.316  0.688
C: 1.808 -0.440 -2.509  -0.600
C: 0.757 -0.383 -3.436  -0.507
C: 0.893 0.292 -4.634  -0.639
C: 2.092 0.921 -4.951  -0.734
C: 3.156 0.823 -4.070  -0.743
C: 3.043 0.145 -2.861  1.169
S: 4.466 -0.007 -1.834  -0.424
H: -0.173 -0.889 -3.197  0.317
H: 0.059 0.320 -5.325  0.477
H: 2.209 1.455 -5.886  0.480
H: 4.113 1.265 -4.323  0.397
C: 0.249 -9.636 -4.004  -1.004
C: -0.835 -10.040 -4.965  0.692
O: -0.871 -11.113 -5.512  -0.564
S: -2.123 -8.862 -5.366  -0.157
C: -1.724 -7.435 -4.393  -0.377
C: -2.305 -7.254 -3.140  -0.329
C: -1.985 -6.152 -2.371  -0.475
C: -1.074 -5.194 -2.834  -0.237
C: -0.510 -5.375 -4.103  -0.475
C: -0.837 -6.476 -4.872  -0.348
C: -0.744 -4.058 -2.043  0.251
C: -0.417 -3.120 -1.340  0.438
H: -0.160 -9.215 -3.090  0.331
H: 0.868 -8.860 -4.457  0.292
H: 0.853 -10.516 -3.794  0.315
H: -3.008 -7.991 -2.768  0.403
H: -2.435 -6.013 -1.396  0.569
H: 0.188 -4.635 -4.471  0.565
H: -0.394 -6.603 -5.852  0.457
C: 0.765 1.564 7.709  -1.608
C: 0.629 0.817 6.409  0.751
C: -0.402 1.121 5.528  -1.066
C: -0.540 0.463 4.314  1.311
C: -1.628 0.887 3.375  -0.905
C: 0.376 -0.558 4.008  0.315
C: 0.347 -1.285 2.750  -0.393
O: -0.225 -0.893 1.717  1.231
C: 1.413 -0.904 4.896  0.884
C: 2.418 -1.980 4.583  -1.849
C: 1.528 -0.189 6.079  -1.070
H: 0.113 2.436 7.731  0.355
H: 1.792 1.899 7.862  0.380
H: 0.501 0.924 8.553  0.324
H: -1.100 1.912 5.780  0.281
H: -2.293 1.598 3.867  0.497
H: -2.215 0.047 3.002  0.072
H: -1.171 1.372 2.513  -0.318
H: 0.929 -2.204 2.661  -0.027
H: 1.943 -2.958 4.477  0.291
H: 3.147 -2.046 5.389  0.405
H: 2.953 -1.780 3.651  0.289
H: 2.342 -0.424 6.756  0.383
C: -2.680 7.949 2.547  -1.690
C: -2.173 6.647 1.998  0.470
C: -2.686 6.101 0.837  -0.888
C: -2.228 4.894 0.314  0.605
C: -2.918 4.461 -0.952  -1.484
C: -1.183 4.194 0.967  0.127
Te: -0.789 2.319 -0.135  -0.225
N: 0.650 0.918 -0.260  0.694
C: 1.601 0.877 0.775  -0.068
O: 1.438 1.645 1.758  -0.993
C: 2.638 -0.099 0.688  0.262
C: 3.630 -0.025 1.698  -0.513
C: 4.783 -0.724 1.905  -0.523
C: 5.381 -1.738 1.071  -0.422
C: 5.045 -2.115 -0.173  -1.309
C: 3.948 -1.537 -0.997  0.216
C: 0.028 3.283 -1.835  0.355
C: 1.170 4.081 -1.700  0.568
C: 1.867 4.365 -0.400  -1.404
C: 1.724 4.628 -2.858  -1.093
C: 1.201 4.378 -4.114  0.817
C: 1.841 4.941 -5.351  -1.638
C: 0.095 3.543 -4.214  -0.710
C: -0.501 2.975 -3.096  1.195
C: -1.646 2.024 -3.300  -1.326
C: -0.675 4.722 2.169  1.905
C: 0.397 4.138 3.037  -1.252
C: -1.182 5.935 2.638  -0.529
H: -3.445 8.378 1.901  0.344
H: -1.874 8.678 2.643  0.347
H: -3.115 7.815 3.540  0.345
H: -3.477 6.622 0.308  0.269
H: -3.777 5.107 -1.129  0.472
H: -3.284 3.436 -0.914  0.060
H: -2.257 4.541 -1.814  0.239
H: 3.416 0.746 2.433  0.208
H: 5.354 -0.464 2.791  0.401
H: 6.218 -2.268 1.520  0.323
H: 5.582 -2.940 -0.626  0.401
H: 3.712 -2.250 -1.792  0.676
H: 1.712 3.607 0.362  -0.172
H: 1.546 5.327 0.008  0.327
H: 2.943 4.415 -0.575  0.527
H: 2.620 5.232 -2.767  0.360
H: 2.742 5.504 -5.109  0.371
H: 1.158 5.608 -5.881  0.344
H: 2.119 4.142 -6.041  0.281
H: -0.288 3.283 -5.195  0.353
H: -1.654 1.682 -4.334  0.460
H: -2.611 2.493 -3.097  0.369
H: -1.572 1.139 -2.669  -0.324
H: 0.688 3.139 2.758  -0.580
H: 0.059 4.139 4.076  0.569
H: 1.288 4.771 2.991  0.511
H: -0.760 6.324 3.561  0.439

=====

No. 2
Here is a structure of composition C59H59As2CoN7PS from the Open Molecules 2025 dataset. Energies are from wB97M-V/def2-TZVPD.

Properties
Highest occupied orbital energy (alpha / beta), eV: -10.00 / -10.00
Total charge: +1
2S+1: 4
E_tot, hartree: -9260.609415
Expectation value of S²: 3.76

Each line ends with the Mulliken charge.
Atoms and positions in Å:
Co: 0.092 0.928 -0.835  0.756
C: 1.992 -7.100 -1.521  -0.602
C: 1.512 -6.571 -0.332  -0.620
C: 1.347 -5.200 -0.200  -0.306
C: 1.652 -4.340 -1.256  0.037
C: 2.151 -4.880 -2.440  -0.127
C: 2.310 -6.251 -2.572  -0.783
P: 1.444 -2.542 -0.931  0.612
C: 2.804 -1.932 -2.016  1.431
C: 2.701 -1.788 -3.400  -0.456
C: 3.800 -1.395 -4.153  -1.007
C: 5.014 -1.132 -3.533  -0.693
C: 5.134 -1.286 -2.158  -0.574
C: 4.037 -1.693 -1.408  -1.132
C: -0.099 -2.052 -1.806  1.928
C: -0.737 -2.960 -2.659  -0.209
C: -1.995 -2.694 -3.173  -1.310
C: -2.657 -1.542 -2.782  -1.349
C: -2.032 -0.648 -1.927  0.785
C: -0.734 -0.840 -1.430  -0.694
H: 2.128 -8.168 -1.623  0.379
H: 1.278 -7.228 0.497  0.446
H: 0.988 -4.779 0.730  0.298
H: 2.430 -4.233 -3.262  0.377
H: 2.690 -6.664 -3.499  0.439
H: 1.766 -2.034 -3.889  0.614
H: 3.718 -1.303 -5.230  0.432
H: 5.868 -0.827 -4.124  0.413
H: 6.083 -1.102 -1.670  0.488
H: 4.137 -1.860 -0.341  0.390
H: -0.227 -3.872 -2.941  0.427
H: -2.460 -3.392 -3.859  0.431
H: -3.664 -1.342 -3.131  0.472
H: -2.606 0.216 -1.601  0.302
C: -3.983 4.153 0.147  -0.715
N: -3.499 3.864 -1.191  0.222
C: -4.108 4.216 -2.377  -1.014
C: -3.333 3.772 -3.373  -0.339
N: -2.228 3.139 -2.799  0.571
C: -2.359 3.184 -1.438  -0.328
S: -1.381 2.610 -0.186  -0.206
C: -1.214 2.537 -3.588  0.129
C: -1.048 2.981 -4.897  -1.057
C: -0.174 2.301 -5.723  -1.012
C: 0.501 1.200 -5.221  -0.619
C: 0.318 0.885 -3.890  -1.449
N: -0.500 1.548 -3.073  0.945
H: -4.845 4.810 0.081  0.381
H: -3.196 4.631 0.728  0.329
H: -4.256 3.225 0.649  0.212
H: -5.049 4.734 -2.421  0.447
H: -3.497 3.807 -4.433  0.534
H: -1.577 3.850 -5.260  0.643
H: -0.034 2.617 -6.748  0.451
H: 1.159 0.612 -5.846  0.572
H: 0.829 0.048 -3.437  0.792
C: 0.415 -1.234 2.689  -1.321
C: -0.938 -1.872 3.049  -1.043
As: -2.010 -2.831 1.678  0.512
C: -3.429 -1.552 1.280  -0.216
C: -4.553 -2.058 0.628  -0.882
C: -5.681 -1.273 0.452  -0.714
C: -5.702 0.031 0.937  -0.933
C: -4.570 0.554 1.542  -0.190
C: -3.435 -0.231 1.697  1.442
C: -3.088 -3.788 3.015  0.145
C: -3.123 -5.178 2.987  -0.493
C: -3.830 -5.888 3.951  -0.542
C: -4.509 -5.208 4.950  -0.463
C: -4.484 -3.819 4.983  -0.767
C: -3.780 -3.114 4.019  -0.243
As: 0.420 0.647 2.059  1.895
C: 2.192 1.089 2.762  -0.105
C: 3.236 0.172 2.683  -0.220
C: 4.477 0.465 3.231  -0.672
C: 4.688 1.685 3.858  -0.694
C: 3.660 2.616 3.917  -0.740
C: 2.421 2.319 3.372  -0.352
C: -0.590 1.324 3.608  0.039
C: -0.219 0.932 4.892  -0.589
C: -1.005 1.261 5.985  -0.698
C: -2.172 1.996 5.810  -0.704
C: -2.514 2.444 4.545  -0.457
C: -1.723 2.115 3.451  -0.122
H: 0.942 -1.831 1.946  0.329
H: 1.028 -1.221 3.589  0.744
H: -1.586 -1.162 3.565  0.370
H: -0.727 -2.672 3.760  0.671
H: -4.535 -3.077 0.258  0.468
H: -6.553 -1.677 -0.046  0.441
H: -6.601 0.628 0.846  0.412
H: -4.576 1.569 1.927  0.609
H: -2.551 0.191 2.151  -0.836
H: -2.596 -5.703 2.198  0.405
H: -3.849 -6.970 3.922  0.396
H: -5.059 -5.758 5.703  0.380
H: -5.014 -3.284 5.761  0.405
H: -3.780 -2.030 4.045  0.302
H: 3.079 -0.777 2.183  0.249
H: 5.275 -0.265 3.182  0.464
H: 5.655 1.911 4.288  0.408
H: 3.821 3.572 4.399  0.455
H: 1.618 3.046 3.430  0.381
H: 0.690 0.367 5.052  0.302
H: -0.710 0.933 6.973  0.443
H: -2.800 2.222 6.661  0.426
H: -3.405 3.043 4.405  0.454
H: -1.993 2.467 2.461  0.237
C: 1.477 3.676 -1.848  -0.936
N: 2.587 4.608 -1.949  0.163
C: 3.200 4.759 -0.625  -0.719
N: 3.682 3.475 -0.114  0.361
C: 2.566 2.554 -0.039  -0.873
N: 1.899 2.335 -1.352  1.475
C: 2.951 1.838 -2.278  -0.453
N: 4.077 2.750 -2.385  0.207
C: 3.594 4.049 -2.857  -0.689
C: 4.666 2.937 -1.056  -0.731
H: 1.036 3.561 -2.839  -0.174
H: 0.734 4.082 -1.161  0.282
H: 2.462 5.167 0.069  0.319
H: 4.040 5.450 -0.702  0.378
H: 1.827 2.950 0.659  0.350
H: 2.932 1.593 0.320  -0.054
H: 3.308 0.879 -1.908  -0.429
H: 2.519 1.708 -3.268  0.254
H: 3.156 3.932 -3.851  0.341
H: 4.436 4.739 -2.919  0.371
H: 5.501 3.634 -1.134  0.400
H: 5.030 1.978 -0.683  0.285